Record 1
193
Properties=species:S:1:pos:R:3:forces:R:3 method="wB97M-V/def2-TZVPD" multiplicity=1 fmax_ev_per_a=6.832 e_tot_ev=-107990.3285 e_lumo_ev=-0.66 gap_ev=7.4
C -16.075265 22.119429 -11.046095 0.3 1.3 0.1
O -15.015235 22.255769 -10.435789 -0.5 -0.6 -0.5
N -17.234953 22.678062 -10.637253 -1.5 0.4 0.6
N -16.236306 21.542520 -12.255177 1.6 -1.2 -0.5
H -17.337662 23.183445 -9.777912 0.3 -0.1 0.0
H -18.039343 22.591554 -11.236123 -0.1 0.0 0.1
H -17.006016 21.658999 -12.892375 -0.2 0.3 0.3
H -15.398356 21.096470 -12.607529 -0.1 0.0 -0.4
C -10.825707 25.597029 -15.225431 1.1 -0.4 -0.6
O -9.916200 25.840900 -16.019649 -0.6 -0.1 0.5
N -11.562657 24.465329 -15.259522 -0.8 -1.2 -0.6
N -11.104662 26.392953 -14.164039 -0.2 0.9 0.8
H -11.363318 23.759770 -15.951480 0.5 0.4 -0.2
H -12.302255 24.177217 -14.629579 0.4 0.6 0.4
H -11.995549 26.356576 -13.705699 0.0 -0.2 0.1
H -10.544099 27.212339 -14.016992 0.0 0.0 -0.3
C -18.545768 17.186434 -16.490201 1.6 -0.7 -2.0
O -17.688764 16.432196 -16.017445 -0.4 0.3 0.8
N -18.449744 17.556267 -17.813209 -1.6 0.2 1.2
N -19.630633 17.641200 -15.844018 0.0 -0.4 1.1
H -17.557801 17.571744 -18.269299 0.0 0.0 0.0
H -19.161335 18.231913 -18.036413 0.4 0.2 -0.9
H -20.293762 18.280650 -16.231056 0.0 0.0 -0.1
H -19.749044 17.289097 -14.907665 -0.1 0.1 -0.1
C -18.513881 26.644280 -16.609847 -1.1 0.1 -0.8
O -19.162414 26.915606 -17.621109 0.5 -0.3 0.6
N -18.866168 25.641902 -15.764512 0.0 -0.5 0.6
N -17.420941 27.352718 -16.245850 0.4 0.5 -0.5
H -18.306419 25.380161 -14.972918 0.1 -0.1 0.0
H -19.671486 25.078468 -15.955287 0.0 0.1 -0.3
H -17.257450 28.118507 -16.879315 0.3 0.0 0.3
H -16.965437 27.307928 -15.349506 -0.1 -0.1 -0.2
C -13.090939 19.856139 -13.855966 0.3 0.2 -0.3
O -14.233857 20.323843 -13.958207 0.1 -0.3 0.1
N -12.015524 20.645441 -13.605538 0.0 0.3 0.0
N -12.799786 18.549841 -14.048208 -0.7 -0.3 0.0
H -11.160900 20.224185 -13.291950 0.1 0.1 0.1
H -12.186357 21.615912 -13.388748 0.0 0.0 0.1
H -11.865336 18.205709 -14.155468 0.1 0.1 0.0
H -13.564866 17.955050 -14.340033 0.0 0.0 0.1
C -19.635261 21.690635 -13.631734 1.7 -0.8 0.1
O -18.813469 22.602739 -13.467854 -0.8 0.0 0.5
N -19.566074 20.496346 -12.967903 -0.3 0.9 -0.1
N -20.573323 21.715015 -14.601364 -0.1 0.6 0.1
H -18.905054 20.349003 -12.223869 0.1 -0.2 -0.2
H -20.158803 19.757714 -13.284009 0.0 -0.4 0.4
H -20.621340 22.572115 -15.124362 -0.2 -0.3 -0.3
H -20.965053 20.847793 -14.903052 -0.4 0.2 -0.4
C -10.417981 22.093707 -18.122695 1.6 1.4 0.2
O -9.271548 22.338687 -18.481802 -0.4 -0.9 0.0
N -10.751427 21.834433 -16.813558 -0.8 0.2 -1.2
N -11.487024 22.238786 -18.955422 0.1 -0.5 0.6
H -10.046221 21.559575 -16.160634 -0.1 0.0 0.1
H -11.744104 21.693839 -16.719077 0.0 -0.7 1.0
H -11.266462 22.320445 -19.927930 -0.4 0.2 -0.1
H -12.403131 22.277322 -18.540068 -0.3 -0.1 -0.7
C -16.445544 26.047575 -13.200722 2.4 -1.1 1.1
O -15.377667 25.514903 -13.549031 -0.9 1.0 -0.5
N -16.613764 27.388897 -13.190068 -0.3 0.9 -0.5
N -17.387908 25.302977 -12.604377 -0.5 0.4 -0.5
H -15.877063 27.962764 -13.563338 0.1 -0.1 0.1
H -17.511080 27.824462 -13.064511 0.0 0.0 0.1
H -17.236714 24.307531 -12.654274 -0.5 0.0 0.2
H -18.235963 25.755621 -12.314912 -0.2 -0.6 0.2
C -16.288884 19.724720 -16.591010 0.5 0.7 0.6
C -15.762328 20.489699 -17.827967 -0.9 -1.4 -0.9
C -16.994225 20.830812 -18.734808 0.5 0.4 -0.3
C -17.633744 22.141040 -18.323324 0.6 -0.2 0.4
C -16.542897 23.240468 -18.238243 -2.3 -0.3 -0.7
C -15.455336 22.989463 -17.244401 -0.1 0.7 1.4
N -14.900270 21.661796 -17.584851 0.5 0.2 0.0
O -13.909394 21.283432 -16.613218 -0.9 0.4 -0.4
C -14.376083 24.072438 -17.368903 0.1 -0.2 -0.6
C -16.005176 23.195313 -15.771550 -0.2 -1.5 -0.9
C -14.945664 19.483623 -18.643331 1.7 0.6 0.0
H -16.659340 18.724933 -16.806945 -0.1 0.4 -0.3
H -17.057989 20.310066 -16.078822 -0.1 -0.2 0.1
H -15.480850 19.518019 -15.886359 0.0 0.2 0.0
H -16.689855 20.915427 -19.783519 0.4 0.2 0.1
H -17.677653 19.976719 -18.765776 0.0 0.1 0.4
H -18.100335 21.987390 -17.344423 -0.2 0.3 0.0
H -18.384943 22.503588 -19.025381 -0.2 -0.3 0.0
H -17.169731 24.109654 -18.019645 0.7 0.5 0.3
H -16.179998 23.369100 -19.259315 0.3 0.1 0.1
H -14.634627 24.961084 -16.795074 -0.1 -0.1 0.1
H -13.423641 23.704009 -16.995543 0.0 0.1 0.0
H -14.279437 24.400045 -18.407549 0.3 -0.2 0.0
H -15.231272 23.038249 -15.020076 0.1 0.2 0.0
H -16.430332 24.189338 -15.680173 0.2 0.1 0.0
H -16.805320 22.474908 -15.570090 0.0 0.1 0.1
H -14.564748 19.970318 -19.547669 -0.8 -0.2 -0.5
H -15.445232 18.529748 -18.800489 -0.1 0.3 -0.3
H -13.953894 19.281947 -18.218930 -0.4 -0.3 0.8
H -14.474435 21.191301 -15.829011 0.8 -0.2 0.7
C -14.803690 21.689556 -23.990708 0.7 1.1 -1.3
C -15.345805 22.737751 -22.995133 0.0 -1.1 -0.1
C -14.482092 22.702399 -21.715605 0.4 -0.3 0.5
C -13.183121 23.470711 -21.822835 0.4 1.0 0.4
C -13.443563 24.870698 -22.420985 1.8 -0.8 -0.2
C -14.122404 24.850631 -23.766079 -1.4 0.9 -1.2
N -15.344765 24.051855 -23.616182 -0.3 0.6 1.4
O -16.184025 24.071886 -24.751473 0.3 -0.3 -0.3
C -14.640624 26.272647 -24.125286 -0.7 0.3 0.1
C -13.208427 24.475799 -24.928873 0.8 -0.9 0.2
C -16.784713 22.343366 -22.602452 1.4 5.6 3.2
H -14.753394 20.686054 -23.576622 0.5 0.6 -0.6
H -13.868409 22.051836 -24.425124 0.6 -0.4 0.9
H -15.349133 21.747300 -24.938849 -0.6 -0.5 0.4
H -14.998443 23.052236 -20.818416 -0.4 0.4 -0.4
H -14.273534 21.663081 -21.441040 -0.1 -0.2 -0.3
H -12.330651 22.946776 -22.265799 -0.5 -0.1 -0.8
H -12.716954 23.711611 -20.861442 -0.6 -0.3 0.4
H -12.428125 25.243481 -22.594232 -0.2 0.5 0.0
H -13.906553 25.510514 -21.671182 -0.4 0.0 -0.2
H -13.861272 27.032813 -24.188426 0.1 -0.1 0.6
H -15.147279 26.394591 -25.087709 0.3 -0.8 -0.3
H -15.451598 26.529767 -23.436365 0.5 0.3 0.4
H -13.769741 24.179915 -25.814418 -0.1 0.5 -0.1
H -12.527493 25.308590 -25.107596 -0.2 0.1 -0.4
H -12.547452 23.623686 -24.738135 -0.1 0.0 0.3
H -16.786553 21.462931 -21.956856 0.0 1.3 -0.5
H -17.409103 22.232051 -23.487084 -0.8 5.0 2.1
H -17.239726 23.126738 -21.988238 0.5 0.5 0.2
H -16.764136 24.820716 -24.578156 -0.1 -0.1 0.0
C -18.754722 13.038372 -18.352458 -0.5 -0.5 1.2
C -17.374897 12.854016 -18.995969 -0.4 -1.4 -0.2
C -17.619438 12.655289 -20.513127 2.2 -0.6 -0.1
C -16.365454 12.968286 -21.378602 -1.5 0.9 -0.7
C -15.696756 14.313546 -21.050120 0.9 -1.3 0.4
C -15.447082 14.555342 -19.525256 -1.4 -1.3 0.3
N -16.616935 14.052825 -18.747890 -0.4 0.9 0.0
O -16.351584 14.115149 -17.349264 0.5 0.1 -0.2
C -14.180309 13.793257 -19.116957 -0.1 0.9 0.0
C -15.424870 16.050501 -19.250010 1.3 0.5 -0.5
C -16.728752 11.508845 -18.501282 0.7 0.3 0.9
H -19.225052 13.948435 -18.722739 -0.1 -0.1 -0.1
H -18.779368 13.059628 -17.256542 0.8 0.7 0.0
H -19.430324 12.177124 -18.412631 0.1 0.0 -1.2
H -17.602210 11.573296 -20.647258 -1.4 0.0 0.0
H -18.493781 13.162415 -20.910695 -0.1 0.0 0.2
H -16.753152 13.040112 -22.402985 -0.1 0.3 0.0
H -15.731620 12.097455 -21.554227 0.5 0.2 1.0
H -16.188837 15.135569 -21.567205 -0.2 0.1 0.3
H -14.695687 14.182352 -21.468858 0.1 0.7 -0.2
H -13.379173 14.203312 -19.734019 0.3 -0.3 0.2
H -13.980969 13.952417 -18.058188 0.1 0.0 0.0
H -14.308569 12.724090 -19.268839 0.1 0.0 -0.3
H -14.744161 16.511461 -19.975803 -0.1 0.1 -0.1
H -16.405494 16.509054 -19.365863 -0.1 -0.3 -0.2
H -15.003544 16.378746 -18.295707 -0.2 -0.5 0.2
H -15.851662 11.218704 -19.086219 -0.5 -0.2 -0.6
H -17.468499 10.713198 -18.411984 0.0 0.0 -0.6
H -16.256344 11.493047 -17.512383 -0.4 0.8 0.2
H -16.764029 14.938077 -17.057010 -0.3 0.0 0.1
C -19.260748 21.339734 -22.417552 0.0 1.2 0.0
C -18.859494 20.447050 -23.607873 -2.2 -0.7 0.5
C -17.372427 20.429172 -23.787364 0.6 -2.6 -1.8
C -16.644347 19.656142 -22.720758 -1.0 -2.0 -1.1
C -17.151297 18.228111 -22.875240 0.4 -1.0 1.8
C -18.673301 18.004264 -22.676599 0.1 2.1 0.4
N -19.404339 19.072881 -23.423290 1.8 -1.5 -0.9
O -20.788225 19.004230 -23.202344 -0.3 0.4 0.7
C -19.091984 16.642971 -23.220518 -0.4 0.3 0.3
C -18.982495 18.049806 -21.149326 -0.1 -1.3 -0.8
C -19.577414 20.959205 -24.853967 -0.6 0.3 -0.5
H -18.943679 22.372839 -22.608427 -0.5 -0.3 0.0
H -18.732232 21.091233 -21.495904 -0.4 -0.3 0.1
H -20.330943 21.459664 -22.254720 -0.1 -0.8 0.0
H -17.074316 20.058693 -24.769803 -0.3 -0.4 -0.1
H -17.018919 21.458959 -23.658005 0.5 -5.9 -3.5
H -16.841910 20.072781 -21.731165 -0.1 -1.0 0.1
H -15.566461 19.679493 -22.884856 -0.5 -0.4 0.4
H -16.683950 17.684019 -22.041693 -0.1 -0.4 -0.1
H -16.774406 17.703837 -23.754919 -0.1 0.5 -0.4
H -18.377586 15.859562 -22.966886 0.1 0.0 0.0
H -20.045883 16.395591 -22.749144 -0.1 -0.3 -0.2
H -19.220393 16.708419 -24.300670 0.1 -0.1 0.0
H -18.530748 17.114468 -20.802736 0.3 0.3 0.6
H -18.622620 18.928009 -20.618075 0.1 0.0 -0.1
H -20.048922 17.888354 -20.984422 -0.1 0.4 0.0
H -20.659932 20.997930 -24.714203 0.1 0.1 0.4
H -19.494047 20.283486 -25.707524 0.6 0.0 0.1
H -19.276917 21.966524 -25.148857 0.2 0.0 0.0
H -21.101323 18.296361 -23.775625 0.1 0.2 -0.2
O -16.867260 18.279092 -13.345657 -0.3 0.1 -0.1
H -16.325866 18.851833 -13.907613 0.1 -0.1 0.2
H -16.973068 17.469468 -13.858340 0.1 0.0 0.0
O -13.242470 23.959057 -12.979040 0.0 0.0 0.1
H -13.839544 23.379707 -12.484311 0.0 0.1 0.1
H -13.759676 24.773683 -13.122440 -0.2 -0.5 0.1
O -14.944988 17.080990 -15.348228 0.2 -0.2 -0.2
H -15.778021 16.626997 -15.539038 -0.1 0.0 0.0
H -14.423097 16.959514 -16.150430 0.0 0.0 0.0

Record 2
15
Properties=species:S:1:pos:R:3:forces:R:3 method="wB97M-V/def2-TZVPD" multiplicity=1 fmax_ev_per_a=1.665 relative_energy_ev=0.8573 e_tot_ev=-8377.6950 e_lumo_ev=0.53 gap_ev=9.8
C 2.421303 -0.796608 -1.519947 0.2 0.3 0.1
O 1.940863 0.533122 -1.227577 0.2 -0.6 -0.5
H 2.201313 -1.181168 -2.515847 -0.4 0.5 -0.2
H 3.508243 -0.760618 -1.446597 0.0 -0.5 0.4
H 1.949203 -1.490678 -0.824627 0.3 0.2 0.2
H 2.605043 1.145752 -1.551837 -0.1 0.1 0.0
C -2.699207 -0.246518 1.810623 0.3 0.7 0.3
O -2.000287 -0.598618 0.671823 0.2 -1.4 -0.9
H -2.769477 0.841002 1.789413 -0.9 0.2 0.3
H -3.649517 -0.780108 1.793343 0.0 0.3 0.3
H -2.124567 -0.453888 2.713333 -0.2 -0.4 0.3
H -1.164487 -0.127048 0.697843 0.3 0.3 -0.3
O -0.213717 1.290232 0.234003 -0.2 0.4 0.6
H 0.668323 1.065812 -0.062427 0.6 -0.2 -0.3
H -0.673037 1.559332 -0.561517 -0.2 0.0 -0.2